Formula: C4H8N4
Source: OMol25
Level of theory: ωB97M-V/def2-TZVPD

frontier orbital gap: 8.95 eV
E_tot: -376.135195 hartree
LUMO level: 0.6 eV
relative energy (zero: lowest compared OMol25 entry of this formula, charge and spin): 71.1 kcal per mole
charge: 0

Each line ends with the natural charge from an NBO analysis.
Geometry (Å):
C1 -1.602 1.382 -0.325  -0.6096
C2 -1.090 0.204 0.471  -0.1972
C3 0.161 -1.646 -0.124  -0.2370
C4 0.248 -0.321 0.154  0.1938
H1 -1.238 2.283 0.189  0.2089
H2 -1.432 1.462 -1.403  0.2292
H3 -2.670 1.472 -0.147  0.2333
H4 -1.227 0.448 1.513  0.2426
H5 0.908 -2.333 -0.445  0.2062
H6 1.438 1.367 0.428  0.3715
H7 3.240 -0.231 -0.626  0.3508
H8 2.336 -1.209 0.210  0.3468
N1 -1.923 -1.086 0.177  -0.1374
N2 -1.182 -2.022 -0.150  -0.1312
N3 1.419 0.467 -0.060  -0.4244
N4 2.614 -0.235 0.135  -0.6463



Formula: C4H8N4
Source: OMol25
Level of theory: ωB97M-V/def2-TZVPD

frontier orbital gap: 9.85 eV
E_tot: -376.142293 hartree
LUMO level: 1.0 eV
relative energy (zero: lowest compared OMol25 entry of this formula, charge and spin): 66.6 kcal per mole
charge: 0

Each line ends with the natural charge from an NBO analysis.
Geometry (Å):
C1 2.867 -0.008 1.774  -0.6677
C2 1.512 -0.275 1.179  0.1036
C3 -0.880 -1.160 -0.238  0.2473
C4 -0.744 1.152 -1.201  0.2888
H1 3.377 -0.949 1.939  0.2224
H2 2.923 0.545 2.732  0.2370
H3 3.473 0.459 1.008  0.2312
H4 0.800 -0.937 1.822  0.1536
H5 -0.073 -1.995 -0.154  0.1596
H6 -2.495 -2.213 -0.013  0.3505
H7 0.002 1.877 -1.436  0.1583
H8 -2.192 2.012 -2.234  0.3674
N1 1.092 0.256 0.110  -0.2614
N2 -0.282 0.182 -0.228  -0.3323
N3 -2.113 -1.234 -0.060  -0.5991
N4 -1.889 1.218 -1.643  -0.6592



Formula: C4H8N4
Source: OMol25
Level of theory: ωB97M-V/def2-TZVPD

frontier orbital gap: 9.76 eV
E_tot: -376.078012 hartree
LUMO level: 0.9 eV
relative energy (zero: lowest compared OMol25 entry of this formula, charge and spin): 107.0 kcal per mole
charge: 0

Each line ends with the natural charge from an NBO analysis.
Geometry (Å):
C1 -0.885 -0.436 -0.722  0.4261
C2 -0.403 -0.814 -1.871  -0.6557
C3 1.674 -0.531 1.628  -0.4279
C4 -1.904 1.240 0.540  -0.4286
N1 1.364 1.417 0.201  0.2661
N2 1.270 2.546 -0.017  -0.1624
N3 1.594 0.295 0.502  -0.3162
N4 -1.434 -0.120 0.306  -0.4536
H1 0.626 -0.699 -1.990  0.2387
H2 -1.047 -1.187 -2.710  0.2473
H3 2.633 -1.053 1.693  0.2207
H4 1.693 0.189 2.513  0.1936
H5 0.754 -1.221 1.655  0.2339
H6 -1.275 1.945 -0.004  0.2040
H7 -2.930 1.266 0.236  0.2106
H8 -1.856 1.485 1.618  0.2034



Formula: C4H8N4
Source: OMol25
Level of theory: ωB97M-V/def2-TZVPD

frontier orbital gap: 10.06 eV
E_tot: -376.132383 hartree
LUMO level: 1.0 eV
relative energy (zero: lowest compared OMol25 entry of this formula, charge and spin): 72.8 kcal per mole
charge: 0

Each line ends with the natural charge from an NBO analysis.
Geometry (Å):
C1 -2.586 -0.087 -0.345  -0.1708
C2 0.621 -1.303 0.080  -0.2103
C3 1.956 -0.440 0.041  -0.2126
C4 0.106 1.026 0.028  0.5654
H1 -2.510 1.133 -0.110  0.2038
H2 -3.405 -0.814 -0.668  0.2205
H3 0.565 -1.748 -0.887  0.1946
H4 0.686 -2.056 0.924  0.2098
H5 2.374 -0.384 1.135  0.1787
H6 2.627 -0.861 -0.591  0.1971
H7 2.026 1.699 -0.564  0.4087
H8 -1.324 2.017 0.789  0.3364
N1 -1.644 -0.904 0.046  -0.2288
N2 -0.407 -0.278 0.411  -0.3372
N3 1.382 0.831 -0.545  -0.6287
N4 -0.466 2.170 0.255  -0.7266



Formula: C4H8N4
Source: OMol25
Level of theory: ωB97M-V/def2-TZVPD

frontier orbital gap: 9.59 eV
E_tot: -376.035550 hartree
LUMO level: 0.8 eV
relative energy (zero: lowest compared OMol25 entry of this formula, charge and spin): 133.6 kcal per mole
charge: 0

Each line ends with the natural charge from an NBO analysis.
Geometry (Å):
C1 -0.272 -0.075 -0.984  0.4317
C2 1.404 0.212 0.848  -0.2766
C3 -0.112 0.299 0.512  0.0109
C4 -1.224 -0.267 1.391  -0.2755
H1 -1.957 0.877 -1.691  0.3637
H2 1.443 -1.000 -2.029  0.4094
H3 2.703 -0.588 -0.031  0.3607
H4 1.254 0.004 1.907  0.2332
H5 1.978 1.184 0.494  0.2078
H6 -2.183 -0.784 1.157  0.2110
H7 -1.010 -0.509 2.395  0.1883
H8 -2.226 1.033 0.382  0.3384
N1 -1.219 0.083 -1.860  -0.7584
N2 0.996 -0.531 -1.188  -0.4784
N3 1.685 -0.988 0.001  -0.4222
N4 -1.288 1.259 1.163  -0.5440



Formula: C4H8N4
Source: OMol25
Level of theory: ωB97M-V/def2-TZVPD

frontier orbital gap: 8.81 eV
E_tot: -376.154539 hartree
LUMO level: 0.0 eV
relative energy (zero: lowest compared OMol25 entry of this formula, charge and spin): 58.9 kcal per mole
charge: 0

Each line ends with the natural charge from an NBO analysis.
Geometry (Å):
N1 -0.510 -0.475 1.614  -0.4844
N2 -0.585 -0.187 2.990  -0.6509
C1 1.577 0.607 -0.912  0.2738
N3 1.752 0.528 0.225  -0.3320
H1 0.437 -0.600 1.282  0.4089
H2 -1.011 0.727 3.155  0.3447
H3 -1.142 -0.901 3.459  0.3458
C2 -1.601 -0.397 0.732  0.2664
C3 1.477 0.848 -2.314  -0.3271
C4 1.706 -0.107 -3.214  -0.2734
N4 -2.816 -0.233 1.032  -0.7256
H4 -2.988 0.019 2.005  0.3254
H5 -1.364 -0.699 -0.283  0.1626
H6 1.368 1.888 -2.592  0.2457
H7 1.888 0.125 -4.250  0.2115
H8 1.811 -1.142 -2.931  0.2086



Formula: C4H8N4O
Source: OMol25
Level of theory: ωB97M-V/def2-TZVPD

frontier orbital gap: 9.37 eV
E_tot: -451.435614 hartree
LUMO level: 0.8 eV
relative energy (zero: lowest compared OMol25 entry of this formula, charge and spin): 51.8 kcal per mole
charge: 0

Each line ends with the natural charge from an NBO analysis.
Geometry (Å):
C1 -1.033 -0.213 -0.025  0.3712
C2 1.216 0.056 -0.126  0.7187
C3 -2.310 -0.427 -0.656  -0.6561
C4 1.542 0.469 2.257  -0.4217
N1 -0.638 -0.100 1.189  -0.3055
N2 0.010 -0.118 -0.902  -0.2680
N3 0.759 0.033 1.119  -0.2638
N4 0.133 -0.314 -2.264  -0.6447
O1 2.260 0.095 -0.756  -0.6697
H1 -2.404 -1.311 -1.276  0.2503
H2 -2.486 0.512 -1.294  0.2246
H3 -3.024 -0.368 0.144  0.2394
H4 1.863 -0.414 2.764  0.2049
H5 2.476 1.187 2.111  0.2357
H6 0.783 0.911 2.916  0.2253
H7 1.132 -0.414 -2.448  0.4045
H8 -0.281 0.416 -2.755  0.3549



Formula: C4H8N4O2
Source: OMol25
Level of theory: ωB97M-V/def2-TZVPD

frontier orbital gap: 9.85 eV
E_tot: -526.528319 hartree
LUMO level: 0.5 eV
relative energy (zero: lowest compared OMol25 entry of this formula, charge and spin): 127.7 kcal per mole
charge: 0

Each line ends with the natural charge from an NBO analysis.
Geometry (Å):
C1 1.005 1.953 -0.162  0.6801
C2 -0.242 0.387 -1.379  -0.2536
C3 -0.269 -0.649 -0.291  -0.0961
C4 -1.342 -0.538 0.837  -0.6074
N1 0.192 1.669 -1.013  -0.5263
N2 1.001 -0.590 0.435  -0.2938
N3 1.783 2.540 0.550  -0.7525
N4 2.045 -0.929 -0.157  0.5727
O1 3.139 -0.690 0.712  -0.5486
O2 2.340 -1.379 -1.265  -0.3987
H1 0.340 -0.078 -2.210  0.2185
H2 -1.231 0.509 -1.957  0.2131
H3 -0.506 -1.745 -0.723  0.2177
H4 -1.554 -1.444 1.245  0.2098
H5 -2.253 -0.124 0.469  0.2137
H6 -0.963 -0.089 1.688  0.2193
H7 2.667 2.971 0.640  0.4313
H8 2.867 -0.362 1.597  0.5007